Computed, not measured: the molecule C4H7NO at a distorted geometry, with ωB97M-V with the def2-TZVPD basis set.

Calculated values
SMILES: C[C@]1(O)C=C1N
HOMO level in eV: -8.4
Gap between HOMO and LUMO in eV: 9.3
Largest force on an atom in eV/Å: 2.324
DFT total energy in eV: -7796.60102

```
13
Properties=species:S:1:pos:R:3:nbo_charge:R:1
C -0.013 1.696 0.585 -0.6309
C 0.481 0.419 -0.046 0.2795
O 1.831 0.227 0.290 -0.7173
C -0.062 -0.184 -1.267 -0.3920
C -0.564 -0.794 -0.204 0.1668
N -1.168 -1.918 0.228 -0.8075
H 0.506 2.549 0.139 0.2100
H 0.201 1.689 1.655 0.2117
H -1.085 1.797 0.430 0.2165
H 2.214 -0.431 -0.304 0.4718
H 0.131 -0.254 -2.319 0.2082
H -1.208 -2.095 1.218 0.3948
H -1.262 -2.701 -0.406 0.3883
```

Computed, not measured: a structure of composition C34H51AsBiIN4SSe2Si3, with ωB97M-V with the def2-TZVPD basis set.

Calculated values
Expectation value of S²: 0.757
Total charge: +1
Multiplicity: 2
HOMO level (spin up / spin down) in eV: -9.3 / -10.1
Gap between HOMO and LUMO (spin up / spin down) in eV: 6.6 / 6.6
Largest force on an atom in eV/Å: 0.199
DFT total energy in eV: -281983.15400

```
98
Properties=species:S:1:pos:R:3:lowdin_spin:R:1
Bi 0.133 0.419 0.267 0.5726
C -0.756 0.779 3.844 0.0130
N 0.527 1.157 3.269 0.0773
C 1.610 0.875 4.200 0.0047
C 0.487 2.562 2.885 0.0091
C 1.738 3.083 2.215 -0.0016
C 2.148 4.368 2.558 0.0003
C 3.277 4.950 2.005 -0.0028
C 4.037 4.234 1.093 0.0004
C 3.662 2.947 0.760 -0.0021
C 2.517 2.354 1.304 0.0003
H -0.990 1.370 4.742 0.0000
H -0.736 -0.274 4.127 0.0005
H -1.555 0.934 3.115 0.0090
H 1.459 1.382 5.164 0.0031
H 2.563 1.200 3.784 0.0003
H 1.666 -0.199 4.380 0.0004
H 0.291 3.194 3.767 0.0002
H -0.374 2.695 2.219 0.0051
H 1.571 4.919 3.290 0.0001
H 3.566 5.951 2.296 -0.0002
H 4.926 4.669 0.655 0.0001
H 4.256 2.371 0.064 0.0006
Se -2.749 4.288 1.218 0.0006
Se -4.047 4.015 -0.673 0.0001
C -4.558 2.165 -0.500 0.0001
C -5.790 1.813 -1.044 0.0000
C -6.201 0.497 -0.940 0.0000
C -5.388 -0.403 -0.269 0.0000
C -4.189 0.060 0.247 0.0007
N -3.759 1.314 0.120 0.0008
C -1.049 4.553 0.341 0.0001
C -0.460 5.804 0.458 0.0004
C 0.738 6.032 -0.200 0.0000
C 1.284 5.012 -0.953 0.0004
C 0.620 3.796 -0.998 0.0055
N -0.525 3.550 -0.358 0.0039
H -6.417 2.562 -1.511 0.0000
H -7.153 0.187 -1.351 0.0000
H -5.676 -1.438 -0.140 0.0000
H -3.534 -0.610 0.787 0.0007
H -0.949 6.582 1.027 0.0000
H 1.225 6.996 -0.132 0.0000
H 2.211 5.139 -1.494 0.0000
H 1.020 2.972 -1.577 0.0047
I 2.633 1.154 -3.266 0.0204
C 0.615 1.304 -3.853 0.0046
C 0.298 1.335 -5.204 0.0009
C -1.043 1.441 -5.536 0.0004
C -1.991 1.524 -4.525 0.0007
C -1.557 1.489 -3.212 0.0049
N -0.269 1.368 -2.882 0.0492
H 1.069 1.281 -5.958 0.0003
H -1.341 1.468 -6.576 0.0000
H -3.044 1.622 -4.749 0.0001
H -2.250 1.574 -2.380 0.0007
S 3.440 -0.126 0.872 0.0733
C 2.232 0.955 0.904 0.0401
C 0.275 -2.236 -3.427 0.0016
Si -0.670 -2.877 -1.949 0.0053
C -0.999 -4.709 -2.127 0.0003
C -2.298 -1.990 -1.733 0.0019
As 0.625 -2.321 -0.016 0.0387
Si 2.778 -3.348 -0.340 -0.0012
C 2.423 -5.116 -0.850 -0.0009
C 3.760 -3.407 1.252 0.0008
C 3.627 -2.522 -1.777 0.0005
Si -0.439 -3.404 1.831 0.0124
C 0.770 -3.422 3.250 0.0014
C -0.979 -5.132 1.379 0.0021
C -1.953 -2.407 2.296 0.0116
H -0.426 -1.871 -4.182 0.0000
H 0.872 -3.029 -3.881 0.0001
H 0.943 -1.416 -3.166 0.0011
H -1.211 -4.895 -3.184 0.0001
H -1.876 -5.019 -1.559 0.0000
H -0.165 -5.347 -1.843 0.0000
H -2.959 -2.242 -2.567 0.0000
H -2.180 -0.905 -1.717 0.0018
H -2.798 -2.296 -0.813 0.0001
H 1.705 -5.623 -0.204 0.0000
H 3.365 -5.668 -0.780 -0.0001
H 2.080 -5.188 -1.882 0.0000
H 3.722 -4.415 1.670 0.0000
H 3.425 -2.701 2.008 0.0010
H 4.806 -3.179 1.034 0.0000
H 3.033 -2.636 -2.686 0.0000
H 4.582 -3.029 -1.945 0.0000
H 3.819 -1.464 -1.621 0.0010
H 1.743 -3.832 2.982 0.0001
H 0.357 -4.035 4.054 0.0002
H 0.925 -2.415 3.644 0.0002
H -0.194 -5.748 0.941 0.0000
H -1.821 -5.111 0.687 0.0000
H -1.318 -5.628 2.293 0.0006
H -1.813 -1.334 2.165 0.0145
H -2.183 -2.578 3.351 0.0001
H -2.824 -2.721 1.719 0.0003
```

Computed, not measured: a structure of composition C33H34AsN5O4Tm at a distorted geometry, with ωB97M-V with the def2-TZVPD basis set.

Calculated values
Expectation value of S²: 2.002
Total charge: +1
Multiplicity: 3
HOMO level (spin up / spin down) in eV: -10.3 / -10.3
Gap between HOMO and LUMO (spin up / spin down) in eV: 5.8 / 5.8
Largest force on an atom in eV/Å: 3.343
DFT total energy in eV: -140777.93135

```
78
Properties=species:S:1:pos:R:3:lowdin_spin:R:1
Tm -0.708 -1.018 2.521 2.0084
O 5.803 -3.754 3.475 0.0000
C 5.292 -3.670 2.321 0.0000
O 5.604 -4.073 1.190 0.0000
C 3.971 -2.990 2.326 0.0001
C 3.468 -2.351 3.426 0.0000
C 2.168 -1.865 3.443 0.0005
N 1.280 -2.179 2.438 -0.0001
C 1.862 -2.562 1.220 0.0001
C 3.146 -3.005 1.161 0.0000
C 0.952 -2.576 0.121 0.0002
C 1.335 -2.794 -1.190 -0.0001
C 0.455 -3.104 -2.173 0.0003
C -0.938 -3.115 -1.796 -0.0001
C -1.239 -2.638 -0.557 0.0001
N -0.366 -2.302 0.407 -0.0018
C 1.675 -1.117 4.609 -0.0001
C 2.458 -0.914 5.779 0.0000
C 1.984 -0.141 6.835 0.0000
C 0.649 0.269 6.734 0.0000
C -0.099 -0.057 5.602 0.0002
N 0.384 -0.630 4.476 -0.0025
H 4.209 -2.157 4.247 0.0000
H 3.621 -3.383 0.215 0.0000
H 2.375 -2.643 -1.439 0.0000
H 0.788 -3.443 -3.189 0.0000
H -1.707 -3.443 -2.509 0.0000
H -2.351 -2.363 -0.383 0.0000
H 3.381 -1.507 5.843 0.0000
H 2.719 0.266 7.490 0.0000
H 0.148 0.874 7.505 0.0000
H -1.177 0.220 5.595 0.0000
N -1.932 -3.048 3.310 -0.0016
C -3.407 -2.687 3.390 0.0001
C -3.696 -1.269 2.741 0.0006
O -4.733 -1.049 2.103 0.0010
O -2.711 -0.387 2.930 -0.0025
H -1.890 -3.916 2.722 0.0001
H -1.500 -3.378 4.203 0.0001
H -3.734 -2.592 4.403 0.0000
H -3.996 -3.448 2.929 0.0000
C 0.284 3.862 -4.406 0.0000
As -0.317 2.134 -3.614 0.0000
C 1.088 1.021 -4.416 0.0000
C -1.770 1.436 -4.827 0.0000
C -1.910 1.866 -6.252 0.0000
C -2.264 3.202 -6.625 0.0000
C -2.546 3.440 -7.977 0.0000
C -2.303 2.580 -8.976 0.0000
C -1.930 1.236 -8.671 0.0000
C -1.693 0.924 -7.348 0.0000
H -0.012 3.827 -5.470 0.0000
H 1.323 4.127 -4.245 0.0000
H -0.403 4.598 -3.975 0.0000
H 0.632 0.058 -4.701 0.0000
H 1.749 0.838 -3.590 0.0000
H 1.682 1.484 -5.211 0.0000
H -2.617 1.741 -4.207 0.0000
H -1.698 0.349 -4.849 0.0000
H -2.419 3.971 -5.854 0.0000
H -2.967 4.404 -8.173 0.0000
H -2.515 2.917 -9.992 0.0000
H -1.836 0.497 -9.460 0.0000
H -1.512 -0.130 -7.005 0.0000
N 0.058 0.769 0.986 -0.0025
C -0.013 1.883 1.905 -0.0002
C -1.240 2.365 2.405 -0.0002
C -1.196 3.329 3.453 0.0001
C 0.033 3.886 3.864 -0.0002
C 1.206 3.380 3.381 0.0000
C 1.170 2.392 2.393 -0.0002
H 0.945 0.633 0.541 0.0000
H -0.621 0.831 0.236 0.0001
H -2.190 1.999 2.038 0.0000
H -2.140 3.634 3.911 0.0000
H 0.078 4.646 4.608 0.0000
H 2.185 3.755 3.653 0.0000
H 2.139 2.055 1.997 0.0000
```

Computed, not measured: a cluster of 3 separate species, C4H6O2 in total at a distorted geometry, with ωB97M-V with the def2-TZVPD basis set.

Calculated values
HOMO level in eV: -8.8
Gap between HOMO and LUMO in eV: 9.7
Largest force on an atom in eV/Å: 1.430
DFT total energy in eV: -8336.12417

```
12
Properties=species:S:1:pos:R:3:nbo_charge:R:1
O 1.807 -0.190 -0.416 -0.6436
C 0.900 0.227 0.468 0.3214
C 0.469 1.180 1.223 -0.2993
C -0.272 -0.150 1.304 -0.4526
C -1.081 -1.716 -1.626 0.5425
O -0.017 -1.784 -2.024 -0.5394
H 1.537 -1.051 -0.763 0.4960
H -1.015 1.355 -1.175 0.0119
H 0.528 2.173 1.633 0.2288
H -1.270 -0.248 0.857 0.1760
H -0.138 -0.791 2.184 0.1766
H -1.448 0.995 -1.664 -0.0183
```

> The lowest largest force on an atom belongs to which entry?

C34H51AsBiIN4SSe2Si3